Record 1
C26H69HgN5O7 | the ωB97M-V functional and the def2-TZVPD basis

```
108
Properties=species:S:1:pos:R:3:mulliken_charge:R:1
Hg -1.19869 1.28658 -0.24579 3.65
C -1.28717 -3.04729 0.84420 -0.85
C -2.53914 -2.07970 0.82965 0.04
C -3.46726 -2.47656 2.02668 -1.37
O -2.11803 -0.70356 0.77102 -0.68
H -1.63097 -4.03912 0.55065 0.50
H -0.84581 -3.05929 1.84077 0.10
H -0.55003 -2.70696 0.11693 -0.08
H -3.10527 -2.34021 -0.06464 0.24
H -4.42363 -1.95722 2.08796 0.35
H -2.97571 -2.25152 2.97317 0.12
H -3.79238 -3.51079 1.91368 0.39
C 0.62816 4.77956 1.66394 -1.41
C -0.75977 4.16455 1.92779 0.15
C -1.94494 5.11413 1.47521 -1.16
O -0.70131 2.88364 1.41707 -0.92
H 0.89697 4.86034 0.61069 0.11
H 1.48046 4.25400 2.09460 0.33
H 0.58321 5.73140 2.19316 0.45
H -0.79017 4.12614 3.01668 0.25
H -1.90732 5.14536 0.38631 0.10
H -1.89551 6.13029 1.86646 0.43
H -2.93201 4.71872 1.71486 0.25
C 2.94358 0.89202 -1.58523 -0.95
C 1.60841 1.47015 -1.18616 0.87
C 0.91589 2.38375 -2.22862 -1.21
O -0.33942 2.79395 -1.67982 0.17
C -0.82394 4.02372 -2.29506 -1.34
N 0.78451 0.35633 -0.96129 1.65
H 2.91834 0.15791 -2.39055 0.02
H 3.36721 0.31162 -0.76562 0.02
H 3.67219 1.61883 -1.94438 0.53
H 1.67751 2.00224 -0.23737 -0.03
H 0.80394 1.83598 -3.16432 0.23
H 1.53839 3.23992 -2.48855 0.55
H -1.82623 4.31031 -1.97666 0.25
H -0.92296 3.92678 -3.37622 0.36
H -0.13760 4.85457 -2.13156 0.31
H 0.81541 -0.16579 -1.82531 -1.36
H 1.37112 -0.27503 -0.43463 -0.92
C 2.20304 -3.45047 1.70390 -1.83
C 2.32495 -2.02193 1.18823 2.20
C 3.42068 -1.16157 1.78038 -1.13
O 4.69288 -1.75259 1.49735 -0.43
C 5.73827 -0.88392 1.93757 -0.86
N 2.44305 -2.09471 -0.24049 -0.43
H 3.11513 -3.96740 1.40562 0.51
H 1.40355 -4.08646 1.32384 0.34
H 2.03604 -3.51680 2.77898 0.34
H 1.36190 -1.54149 1.36086 -1.04
H 3.28057 -1.15325 2.86130 0.71
H 3.35167 -0.17343 1.32548 0.29
H 5.93943 -0.99020 3.00355 0.31
H 5.65042 0.15849 1.63134 0.31
H 6.72007 -1.20600 1.59052 0.31
H 3.41709 -2.16865 -0.49717 0.34
H 2.08331 -2.98180 -0.56262 0.25
C -0.14432 -2.88276 -3.58767 -1.81
C 0.87477 -1.74695 -3.84520 2.00
C 1.66647 -2.18088 -5.04848 -1.18
O 2.70861 -1.26517 -5.33832 -0.37
C 4.01567 -1.57473 -4.89492 -0.60
N 0.02655 -0.54311 -4.22921 -0.66
H 0.33188 -3.86050 -3.66090 0.49
H -0.98662 -2.92463 -4.27822 0.38
H -0.59855 -2.76560 -2.60376 0.22
H 1.45926 -1.54769 -2.94700 -0.70
H 1.04377 -2.39616 -5.91680 0.38
H 2.13805 -3.13222 -4.80218 0.50
H 4.49611 -2.43361 -5.36352 0.31
H 3.97625 -1.68414 -3.81114 0.14
H 4.75621 -0.77947 -4.98010 0.31
H -0.50782 -0.86251 -5.02454 0.34
H 0.61370 0.07902 -4.76614 0.24
C -3.84942 0.81525 -3.89390 -1.66
C -3.13940 1.29723 -2.62234 1.17
C -4.10899 1.29003 -1.42979 -1.07
O -3.44607 1.94539 -0.38741 -0.15
C -4.27570 2.00059 0.84798 -0.70
N -1.97634 0.42867 -2.33195 -0.26
H -4.17424 -0.21548 -3.75180 0.40
H -3.22329 0.71734 -4.78074 0.37
H -4.81611 1.29502 -4.04694 0.43
H -2.77281 2.31271 -2.77242 -0.32
H -4.44048 0.30571 -1.09914 0.38
H -4.97344 1.91094 -1.66492 0.47
H -3.68752 2.33266 1.70348 0.10
H -4.68846 1.02633 1.10980 0.25
H -5.06312 2.74164 0.71044 0.31
H -1.44689 0.33669 -3.18712 0.01
H -2.20472 -0.55219 -2.25551 0.09
C -1.43912 0.64572 4.32436 -1.27
C -0.02206 0.09584 4.11038 0.46
C 0.03856 -1.35870 4.53860 -0.39
O 0.21522 -1.45658 5.95732 -0.41
C -0.00442 -2.67420 6.59970 -0.78
N 0.26730 0.31268 2.69498 0.14
H -1.53080 0.83343 5.39416 0.48
H -2.18706 -0.10642 4.07343 0.16
H -1.62842 1.58033 3.79638 0.18
H 0.68539 0.71384 4.66327 0.56
H 0.93840 -1.77000 4.08120 0.04
H -0.73075 -1.98198 4.08278 0.20
H -1.04065 -2.99902 6.69364 0.30
H 0.44406 -2.67638 7.59316 0.28
H 0.47954 -3.53045 6.12990 0.29
H 0.14509 1.30414 2.54610 -0.01
H -0.48496 -0.18674 2.24247 -0.35
```

As for the total charge: 0. For the HOMO energy, the calculation gives -7.0 eV.

***

Record 2
C4H16N2O2 | the ωB97M-V functional and the def2-TZVPD basis

```
24
Properties=species:S:1:pos:R:3:nbo_charge:R:1
C 1.61142 -0.56268 -1.35914 -0.21
C 0.19259 -1.23395 -1.45932 -0.47
C -0.76031 -1.22903 -0.29427 -0.14
C -2.07477 -1.45644 -0.43453 -0.10
N -2.86955 -1.66923 0.72584 -0.69
N 1.50825 0.94000 -1.58805 -0.74
H 1.79540 -0.56374 -0.36624 0.21
H 2.36765 -1.09437 -2.07593 0.28
H -0.39646 -0.85182 -2.36622 0.23
H 0.23801 -2.27373 -1.68168 0.28
H -0.07335 -1.16627 0.62900 0.24
H -2.59766 -1.42535 -1.40598 0.26
H -3.49260 -2.44755 0.86568 0.47
H -2.18392 -1.51288 1.52773 0.46
H -3.45797 -0.73116 0.88778 0.47
H 2.32972 1.45234 -2.00780 0.46
H 0.79556 1.03074 -2.38223 0.44
H 1.29539 1.58556 -0.73040 0.49
H 0.72840 1.61747 3.97077 0.49
H 1.99232 1.95586 3.49608 0.48
O 1.14443 1.92378 3.20897 -0.95
H 0.86985 2.06156 1.45316 0.51
H 0.34451 3.26402 0.79544 0.52
O 0.69307 2.38690 0.59131 -0.99
```

As for the total charge: +2. For the HOMO energy, the calculation gives -18.1 eV. The value obtained for the energy above the lowest of the compared OMol25 structures with the same formula, charge and spin is 2.2909 eV.

***

Record 3
C2H2O2Sm | the ωB97M-V functional and the def2-TZVPD basis

```
7
Properties=species:S:1:pos:R:3:mulliken_charge:R:1
H 0.51497 -1.39117 -1.14893 0.29
O -0.58358 1.36187 0.40204 -0.82
C -0.14674 0.55331 -0.59390 -0.11
C 0.34612 -0.68228 -0.32584 -0.18
O 0.35168 -1.16729 0.94128 -0.80
H -0.13260 0.95906 -1.61329 0.32
Sm -0.34984 0.36649 2.33865 1.31
```

Its multiplicity is 7. As for the total charge: 0. For the HOMO energy (alpha / beta), the calculation gives -6.1 / -6.1 eV. The value obtained for the energy above the lowest of the compared OMol25 structures with the same formula, charge and spin is 0.0000 eV.

***

Record 4
C3H8NO2 | the ωB97M-V functional and the def2-TZVPD basis

```
14
Properties=species:S:1:pos:R:3:nbo_charge:R:1
C 1.25894 1.08956 -0.29446 -0.01
O 0.71246 2.30792 -0.32365 -0.96
C 0.19991 -0.10718 -0.42144 -0.11
C -1.08095 0.33144 0.23740 -0.09
O -2.14713 -0.60034 0.02365 -0.75
N 0.77979 -1.31748 0.33888 -0.87
H 1.81441 0.90664 -1.22774 0.08
H 1.88977 0.85162 0.63471 0.07
H -0.07399 -0.41239 -1.43983 0.16
H -1.47284 1.24872 -0.27446 0.21
H -0.93349 0.62311 1.27924 0.15
H -1.83581 -1.45880 0.33245 0.44
H 0.46826 -2.14914 -0.15680 0.33
H 0.42068 -1.31369 1.29204 0.34
```

As for the total charge: -1. For the HOMO energy, the calculation gives -2.1 eV. The value obtained for the energy above the lowest of the compared OMol25 structures with the same formula, charge and spin is 3.0752 eV. The SMILES is N[C@H](C[O-])CO.

***

Maximum force, respectively: 0.06036, 0.11853, 0.02542, 0.04701 Eh/bohr.